Record 1
Computed, not measured: 2 unconnected molecules or ions with the total composition C4H7NS in a non-equilibrium geometry, with ωB97M-V with the def2-TZVPD basis set.

CARTESIAN COORDINATES (ANGSTROEM)
C (0.395, 2.052, -1.922)
C (0.225, 0.501, 0.264)
C (-0.581, -1.536, 1.441)
C (0.313, -0.965, 0.344)
N (0.724, 0.889, -1.759)
S (-0.515, 1.657, 0.984)
H (0.082, 2.825, -1.286)
H (0.437, 2.363, -2.942)
H (-0.027, -1.352, 2.320)
H (-0.681, -2.633, 1.389)
H (-1.538, -1.175, 1.386)
H (-0.089, -1.215, -0.655)
H (1.254, -1.411, 0.435)

## Properties
HOMO level (spin up / spin down), eV: -8.16 / -8.16
Orbital gap (spin up / spin down), eV: 8.0 / 8.0

Record 2
Computed, not measured: a single C4H7NS molecule in a non-equilibrium geometry, with ωB97M-V with the def2-TZVPD basis set.

CARTESIAN COORDINATES (ANGSTROEM)
C (1.882, 1.329, -0.041)
C (1.379, -0.079, -0.045)
N (2.347, -1.036, 0.022)
C (0.080, -0.558, -0.004)
C (-1.001, 0.328, 0.083)
S (-2.561, -0.063, -0.024)
H (2.094, 1.722, 0.983)
H (1.135, 1.995, -0.468)
H (2.823, 1.456, -0.604)
H (3.317, -0.764, 0.034)
H (2.082, -2.003, 0.143)
H (-0.106, -1.632, -0.145)
H (-0.840, 1.368, 0.335)

## Properties
HOMO level, eV: -7.80
SMILES string: C/C(N)=C\C=S
Orbital gap, eV: 8.0

Record 3
Computed, not measured: a single C4H7NS molecule in a non-equilibrium geometry, with ωB97M-V with the def2-TZVPD basis set.

CARTESIAN COORDINATES (ANGSTROEM)
C (2.306, 0.956, -0.068)
C (1.620, -0.169, 0.068)
N (0.191, -0.364, 0.028)
C (-0.934, 0.350, -0.024)
C (-2.136, -0.593, -0.024)
S (-0.989, 1.983, 0.021)
H (3.372, 0.850, -0.086)
H (1.808, 1.914, 0.046)
H (2.089, -1.107, 0.039)
H (-0.018, -1.355, 0.106)
H (-2.091, -1.348, -0.805)
H (-2.245, -1.123, 0.840)
H (-2.972, 0.005, -0.140)

## Properties
HOMO level, eV: -8.37
SMILES string: C=CNC(C)=S
Orbital gap, eV: 9.0

Record 4
Computed, not measured: a single C4H7NS2 molecule in a non-equilibrium geometry, with ωB97M-V with the def2-TZVPD basis set.

CARTESIAN COORDINATES (ANGSTROEM)
C (0.928, -1.342, 1.066)
S (2.005, 0.113, 0.893)
C (0.922, 1.068, -0.259)
C (0.721, 0.290, -1.532)
N (0.468, -0.294, -2.480)
S (-0.627, 1.723, 0.491)
C (-1.805, 0.502, -0.159)
H (1.420, -2.095, 1.635)
H (0.025, -1.033, 1.669)
H (0.554, -1.689, 0.129)
H (1.485, 1.935, -0.563)
H (-2.795, 0.850, 0.088)
H (-1.687, 0.478, -1.269)
H (-1.615, -0.506, 0.291)

## Properties
HOMO level, eV: -9.00
SMILES string: CSC(C#N)SC
Orbital gap, eV: 9.6

Record 5
Computed, not measured: a molecular structure, C4H7NS2 in a non-equilibrium geometry, with ωB97M-V with the def2-TZVPD basis set.

CARTESIAN COORDINATES (ANGSTROEM)
C (-0.640, 0.146, -1.331)
C (-0.307, 0.139, 1.567)
C (1.138, 0.332, 1.112)
C (0.071, 0.946, 0.352)
N (-1.833, -0.036, -1.400)
S (-0.025, -1.187, -3.937)
S (0.752, -0.183, -2.346)
H (-0.672, -0.887, 1.279)
H (-0.748, 0.872, 2.293)
H (1.751, 1.051, 1.598)
H (1.844, -0.522, 0.984)
H (0.173, 1.952, -0.011)
H (-2.385, -0.340, -2.156)
H (0.294, -2.550, -3.721)

## Properties
HOMO level, eV: -8.44
Orbital gap, eV: 8.9

Record 6
Computed, not measured: a single C4H7NS2 molecule in a non-equilibrium geometry, with ωB97M-V with the def2-TZVPD basis set.

CARTESIAN COORDINATES (ANGSTROEM)
C (-1.926, -0.986, -0.238)
S (-0.243, -1.281, -0.833)
C (0.704, -0.476, 0.493)
C (0.382, -1.075, 1.802)
N (0.078, -1.537, 2.819)
S (0.513, 1.331, 0.656)
C (1.274, 1.814, -0.922)
H (-2.097, -1.516, 0.707)
H (-2.595, -1.393, -0.962)
H (-2.144, 0.107, -0.143)
H (1.757, -0.744, 0.270)
H (0.798, 1.291, -1.743)
H (2.340, 1.576, -0.894)
H (1.159, 2.889, -1.014)

## Properties
HOMO level, eV: -9.25
SMILES string: CSC(C#N)SC
Orbital gap, eV: 9.8

Record 7
Computed, not measured: a single C4H7NS2 molecule in a non-equilibrium geometry, with ωB97M-V with the def2-TZVPD basis set.

CARTESIAN COORDINATES (ANGSTROEM)
C (0.779, 2.475, -0.088)
C (0.163, 1.426, 0.554)
C (-0.633, 1.829, 1.830)
N (0.194, 0.099, 0.152)
S (-1.503, -0.642, 0.275)
C (1.066, -0.621, -0.524)
S (0.851, -1.920, -1.373)
H (1.106, 3.439, 0.607)
H (1.422, 2.424, -1.043)
H (-1.827, 1.961, 1.690)
H (-0.542, 1.123, 2.793)
H (-0.134, 2.783, 2.038)
H (-1.183, -2.143, 0.237)
H (1.986, 0.057, -0.457)

## Properties
HOMO level, eV: -8.67
SMILES string: C=C(C)N(S)C=S
Orbital gap, eV: 8.8

Record 8
Computed, not measured: a single C4H7NS2 molecule in a non-equilibrium geometry, with ωB97M-V with the def2-TZVPD basis set.

CARTESIAN COORDINATES (ANGSTROEM)
C (-0.132, 1.745, -1.119)
C (0.381, 1.040, -0.181)
C (1.069, 1.754, 0.998)
C (0.593, -0.315, -0.013)
S (2.002, -1.245, -0.136)
N (-0.703, -0.903, 0.039)
S (-2.403, -0.393, 0.096)
H (0.241, 2.845, -0.912)
H (-0.773, 1.333, -1.985)
H (2.196, 1.718, 0.733)
H (0.683, 2.812, 1.206)
H (0.881, 0.970, 1.865)
H (-0.615, -1.819, -0.129)
H (-2.733, -0.682, 1.487)

## Properties
HOMO level, eV: -8.82
SMILES string: C=C(C)C(=S)NS
Orbital gap, eV: 8.9

Record 9
Computed, not measured: a single C4H7NS3 molecule in a non-equilibrium geometry, with ωB97M-V with the def2-TZVPD basis set.

CARTESIAN COORDINATES (ANGSTROEM)
S (-0.323, -2.835, 0.338)
C (0.017, -1.532, -0.447)
S (0.715, -1.782, -2.164)
C (0.094, -0.199, 0.211)
S (1.878, 0.198, 0.225)
C (-0.570, 0.998, -0.725)
N (-1.006, 1.463, 0.622)
C (-0.699, 0.347, 1.437)
H (1.230, -0.479, -2.275)
H (2.441, -1.307, 0.579)
H (-0.015, 1.508, -1.371)
H (-1.539, 0.643, -1.248)
H (-0.474, 2.279, 0.847)
H (-0.093, 0.843, 2.245)
H (-1.657, -0.145, 1.725)

## Properties
HOMO level, eV: -8.67
SMILES string: S=C(S)C1(S)CNC1
Orbital gap, eV: 8.3

Record 10
Computed, not measured: a single C4H7NSi molecule in a non-equilibrium geometry, with ωB97M-V with the def2-TZVPD basis set.

CARTESIAN COORDINATES (ANGSTROEM)
H (0.333, -2.456, -1.036)
N (0.430, -1.672, -1.775)
C (0.712, -0.520, -1.287)
C (0.773, 0.874, -1.885)
C (0.646, 1.428, -0.620)
C (0.665, 0.111, 0.095)
Si (-0.889, -0.330, 1.032)
H (0.932, 1.088, -2.950)
H (0.536, 2.425, -0.315)
H (1.614, 0.115, 0.769)
H (-0.742, -1.717, 1.183)
H (-1.974, 0.388, 0.572)
H (-0.809, 0.028, 2.382)

## Properties
HOMO level, eV: -9.40
SMILES string: [H]/N=C1/C=C[C@H]1[SiH3]
Orbital gap, eV: 10.0

Record 11
Computed, not measured: a molecular structure, C4H7NdO2 in a non-equilibrium geometry, with ωB97M-V with the def2-TZVPD basis set.

CARTESIAN COORDINATES (ANGSTROEM)
O (-2.024, 0.647, -0.814)
C (-1.942, -0.393, -0.067)
C (-1.007, -0.581, 0.953)
H (-0.879, -1.591, 1.355)
H (-2.285, -1.314, -0.575)
H (-1.045, 0.178, 1.741)
Nd (-0.997, 1.569, -3.081)
C (1.895, 0.433, 0.307)
C (1.041, -0.419, -0.423)
O (1.524, 1.475, 1.129)
H (2.798, 0.741, -0.243)
H (0.566, -1.388, -0.610)
H (1.601, -0.626, -1.349)
H (0.755, 1.268, 1.678)

## Properties
<S²>: 6.01
HOMO level (spin up / spin down), eV: -9.76 / -9.81
Charge: +1
Orbital gap (spin up / spin down), eV: 3.9 / 4.0
2S+1: 5

Record 12
Computed, not measured: a molecular structure, C4H7NiO in a non-equilibrium geometry, with ωB97M-V with the def2-TZVPD basis set.

CARTESIAN COORDINATES (ANGSTROEM)
H (-1.080, 1.941, 0.151)
C (-0.292, -1.311, -0.211)
C (-1.052, 0.866, -0.078)
C (0.110, 0.108, 0.451)
O (0.840, 0.585, 1.465)
Ni (1.642, 1.992, 1.919)
H (-0.107, -2.069, 0.555)
H (-1.143, -1.548, -0.859)
H (-1.052, 0.948, -1.175)
H (-1.528, 0.566, 1.003)
C (0.932, -0.660, -0.825)
H (1.896, -1.084, -0.528)
H (0.834, -0.334, -1.867)

## Properties
<S²>: 2.01
HOMO level (spin up / spin down), eV: -13.45 / -13.64
Charge: +1
Orbital gap (spin up / spin down), eV: 8.4 / 7.1
2S+1: 3

Record 13
Computed, not measured: a single C4H7O molecule in a non-equilibrium geometry, with ωB97M-V with the def2-TZVPD basis set.

CARTESIAN COORDINATES (ANGSTROEM)
C (-1.545, -0.120, 0.239)
C (-0.160, 0.424, -0.138)
C (1.004, -0.255, -0.481)
C (2.286, 0.262, -0.671)
H (-2.215, 0.614, -0.198)
H (-1.547, -1.106, -0.216)
H (-0.208, 1.460, -0.462)
H (0.964, -1.358, -0.481)
H (3.138, -0.444, -0.709)
H (2.487, 1.359, -0.647)
O (-2.197, -0.462, 1.412)
H (-2.008, -0.373, 2.352)

## Properties
<S²>: 0.79
HOMO level (spin up / spin down), eV: -7.91 / -10.05
Orbital gap (spin up / spin down), eV: 8.9 / 9.5
2S+1: 2

Record 14
Computed, not measured: a gas-phase ion, C4H7O2 (charge +1) in a non-equilibrium geometry, with ωB97M-V with the def2-TZVPD basis set.

CARTESIAN COORDINATES (ANGSTROEM)
C (-1.449, 0.848, -0.151)
C (-0.238, 1.182, 0.309)
C (-0.790, -1.193, 0.364)
C (1.546, -0.130, -0.347)
O (-1.701, -0.523, -0.373)
O (0.482, -0.088, 0.564)
H (-2.148, 1.614, -0.368)
H (0.303, 2.183, 0.485)
H (-1.081, -1.324, 1.396)
H (-0.500, -2.207, -0.230)
H (2.391, 0.582, 0.102)
H (1.929, -1.168, -0.396)
H (1.255, 0.225, -1.354)

## Properties
<S²>: 2.01
HOMO level (spin up / spin down), eV: -10.83 / -17.39
Charge: +1
Orbital gap (spin up / spin down), eV: 7.0 / 9.9
2S+1: 3

Record 15
Computed, not measured: a single C4H7O2P molecule in a non-equilibrium geometry, with ωB97M-V with the def2-TZVPD basis set.

CARTESIAN COORDINATES (ANGSTROEM)
C (2.329, 1.105, 1.509)
C (1.625, 0.186, 1.248)
C (0.604, -0.794, 0.912)
O (-0.839, -0.451, 0.978)
P (-1.626, -0.544, -0.474)
C (-0.780, 0.677, -1.502)
O (-3.010, -0.268, -0.096)
H (3.002, 1.914, 1.467)
H (0.931, -1.241, -0.115)
H (0.809, -1.600, 1.711)
H (-1.257, -1.872, -0.805)
H (0.242, 0.473, -1.239)
H (-0.971, 0.598, -2.539)
H (-1.058, 1.817, -1.056)

## Properties
HOMO level, eV: -10.53
SMILES string: C#CCO[P@H](C)=O
Orbital gap, eV: 11.3

Record 16
Computed, not measured: a molecular structure, C4H7O2Rb in a non-equilibrium geometry, with ωB97M-V with the def2-TZVPD basis set.

CARTESIAN COORDINATES (ANGSTROEM)
O (-2.383, -1.183, -2.290)
C (-1.172, -1.409, -2.522)
O (-0.323, -1.263, -1.487)
Rb (-3.127, -2.324, -5.691)
C (1.473, 1.957, 1.670)
C (2.017, 0.917, 2.326)
H (0.518, 2.382, 1.993)
H (1.827, 2.235, 0.674)
H (1.753, 0.714, 3.366)
H (2.971, 0.492, 2.004)
C (-0.802, -0.709, -0.260)
H (-1.262, 0.273, -0.434)
H (0.078, -0.733, 0.457)
H (-1.569, -1.350, 0.195)

## Properties
HOMO level (spin up / spin down), eV: -5.36 / -5.35
Orbital gap (spin up / spin down), eV: 4.1 / 4.1

Record 17
Computed, not measured: a gas-phase ion, C4H7O3 (charge -1) in a non-equilibrium geometry, with ωB97M-V with the def2-TZVPD basis set.

CARTESIAN COORDINATES (ANGSTROEM)
C (0.081, -1.404, -1.321)
C (0.465, -0.364, -0.154)
O (1.224, 0.584, -0.895)
C (-0.739, 0.265, 0.563)
C (-0.384, 1.344, 1.598)
O (0.806, 1.723, 1.768)
O (-1.421, 1.746, 2.201)
H (0.854, -2.131, -1.441)
H (0.095, -0.949, -2.357)
H (-0.875, -1.841, -1.085)
H (1.159, -0.708, 0.602)
H (1.365, 1.437, -0.394)
H (-1.271, -0.593, 1.076)
H (-1.360, 0.891, -0.162)

## Properties
HOMO level, eV: -4.12
Charge: -1
SMILES string: C[C@@H](O)CC(=O)[O-]
Orbital gap, eV: 8.1

Record 18
Computed, not measured: a gas-phase ion, C4H7O3P (charge -2) in a non-equilibrium geometry, with ωB97M-V with the def2-TZVPD basis set.

CARTESIAN COORDINATES (ANGSTROEM)
C (-0.894, 0.836, -0.015)
C (0.518, 0.266, -0.087)
C (0.584, -1.230, -0.024)
C (1.627, 0.972, -0.200)
P (3.497, 0.046, 0.000)
O (4.472, 1.198, -0.142)
O (3.400, -0.548, 1.393)
O (3.533, -0.968, -1.132)
H (-1.506, 0.479, -0.851)
H (-1.390, 0.518, 0.911)
H (-0.883, 1.928, -0.038)
H (0.159, -1.613, 0.913)
H (1.634, -1.493, -0.082)
H (0.033, -1.692, -0.855)
H (1.583, 2.065, -0.234)

## Properties
HOMO level, eV: 0.80
Charge: -2
SMILES string: CC(C)=CP(=O)([O-])[O-]
Orbital gap, eV: 5.5